63
Properties=species:S:1:pos:R:3:lowdin_charge:R:1 method="wB97M-V/def2-TZVPD" mol_weight_g_mol=474.3 lumo_energy_ev="1.91 / 1.91" charge=-1 orbital_gap_ev="3.96 / 3.95" total_energy_ev=-127352.228 multiplicity=2
C -2.41746 -0.66442 -2.82663 -0.228
C -2.49646 -1.22142 -1.50674 -0.199
C -2.82279 -0.14086 -0.60633 -0.199
H -2.40133 -2.26934 -1.23034 0.106
C -2.84148 1.09191 -1.35084 -0.188
C -2.60785 0.76549 -2.72769 -0.193
H -2.68908 1.46434 -3.56437 0.116
H -2.31475 -1.23843 -3.74553 0.113
H -3.14670 -0.26156 0.42659 0.075
H -2.99165 2.08876 -0.92467 0.104
Ti -0.74692 0.17268 -1.60289 0.385
Br 0.89756 -0.79012 -3.03369 0.119
C 1.99196 0.80138 -6.58212 -0.240
C 0.90297 1.60005 -7.05464 -0.234
C -0.09233 0.71927 -7.58659 -0.236
H 0.84966 2.68807 -7.03446 0.038
C 0.38658 -0.62282 -7.44910 -0.233
C 1.66818 -0.57076 -6.81655 -0.249
H 2.29952 -1.42729 -6.57966 0.046
H 2.91587 1.17392 -6.14048 0.044
H -1.03726 1.01803 -8.03953 0.037
H -0.12638 -1.52376 -7.78556 0.040
C -2.13812 -0.95887 2.84687 -0.090
C -1.18132 0.25096 2.84085 -0.594
C -2.03983 1.45448 2.40684 -0.079
C -0.69870 0.48282 4.29932 -0.083
P 0.21124 0.01107 1.66338 0.925
N -0.27290 0.22451 0.12673 -0.327
C 1.51275 1.28326 1.97886 -0.613
C 2.30730 0.96375 3.25885 -0.083
C 2.47891 1.34383 0.78702 -0.084
C 0.84678 2.66542 2.08700 -0.091
C 0.85467 -1.71726 1.79224 -0.609
C 1.03683 -2.14624 3.25871 -0.083
C -0.12431 -2.66945 1.09059 -0.080
C 2.18982 -1.82022 1.03860 -0.083
H -2.99862 -0.67813 3.47630 0.092
H -1.70256 -1.86040 3.29119 0.064
H -2.51220 -1.18265 1.83921 0.060
H -2.89344 1.50536 3.10330 0.093
H -1.51764 2.41248 2.46130 0.057
H -2.40271 1.31617 1.38109 0.052
H -0.08346 -0.34542 4.67819 0.064
H -0.15966 1.43331 4.42175 0.063
H -1.60054 0.52206 4.93281 0.089
H 2.89677 0.04216 3.16192 0.066
H 3.00186 1.80035 3.41957 0.090
H 1.68113 0.90327 4.15577 0.054
H 1.93770 1.49248 -0.15617 0.074
H 3.14777 2.19531 0.96659 0.088
H 3.10177 0.45364 0.69402 0.060
H 0.19857 2.85265 1.21992 0.087
H 0.27776 2.79534 3.01399 0.059
H 1.64781 3.41861 2.07913 0.089
H 0.08384 -2.21694 3.79611 0.059
H 1.48497 -3.14899 3.24146 0.090
H 1.73328 -1.50044 3.80806 0.064
H -0.23528 -2.40466 0.02957 0.067
H 0.30305 -3.67873 1.16239 0.092
H -1.10802 -2.69487 1.56089 0.056
H 2.09087 -1.45901 0.00340 0.070
H 3.01276 -1.30689 1.54962 0.064
H 2.45129 -2.88722 0.99465 0.091

63
Properties=species:S:1:pos:R:3:lowdin_charge:R:1 method="wB97M-V/def2-TZVPD" mol_weight_g_mol=594.0 lumo_energy_ev="-6.37 / -10.75" charge=+2 orbital_gap_ev="6.12 / 2.48" relative_energy_kj_mol=0.0 total_energy_ev=-57738.941 multiplicity=5
P 1.48735 0.29623 -4.34628 0.584
P 2.16021 2.69428 -3.03858 0.540
C 1.85189 1.67626 -5.57211 -0.335
C 2.67907 2.71727 -4.83161 -0.359
H 0.89268 2.10504 -5.91860 0.100
H 2.37402 1.29725 -6.46406 0.107
H 3.74410 2.43773 -4.83986 0.095
H 2.55866 3.73991 -5.22915 0.107
C 0.75545 3.85339 -3.09454 -0.234
H 0.80223 4.45510 -2.17620 0.013
H -0.19503 3.30502 -3.15660 0.048
H 0.88726 4.48642 -3.98025 0.066
C 3.54885 3.55411 -2.25048 -0.254
H 4.32860 3.70055 -3.01609 0.061
H 3.95244 2.96348 -1.41160 0.047
H 3.19610 4.53414 -1.89811 0.036
C -0.12248 -0.21200 -5.07053 -0.217
H -0.31899 -1.26091 -4.84053 0.022
H -0.10214 -0.06645 -6.16429 0.075
H -0.94562 0.38801 -4.65526 0.034
C 2.72396 -1.00450 -4.61396 -0.201
H 3.58192 -0.88672 -3.93860 0.049
H 3.07063 -1.03826 -5.66277 0.078
H 2.23726 -1.95594 -4.36714 0.061
Pt 1.39880 0.88854 -2.36248 0.912
C -3.27559 -0.67297 -3.98708 -0.139
C -4.18064 -1.36725 -4.68779 -0.093
C -4.85861 -2.62550 -4.20931 -0.170
C -3.94465 -3.75901 -3.65901 -0.185
C -2.57189 -3.85548 -4.25121 -0.087
C -1.52233 -3.16058 -3.79195 -0.150
C -1.61082 -2.25248 -2.61463 -0.205
C -2.70283 -1.12677 -2.67587 -0.189
C 2.29215 -0.43309 -0.99219 -0.216
H -3.00738 0.36175 -4.27858 0.095
H -4.60351 -0.95351 -5.60802 0.110
H -5.40245 -3.05573 -5.07257 0.115
H -5.57720 -2.39183 -3.40008 0.126
H -3.90167 -3.66774 -2.56872 0.104
H -4.47780 -4.69564 -3.88176 0.117
H -2.47874 -4.52830 -5.11075 0.117
H -0.51541 -3.33772 -4.17004 0.093
H -0.61574 -1.77078 -2.47935 0.068
H -1.81944 -2.84930 -1.70062 0.121
H -3.49724 -1.42995 -1.98458 0.111
H -2.20639 -0.24295 -2.24322 0.072
H 2.59256 0.29518 -0.21934 0.002
H 3.13797 -0.88664 -1.52517 0.011
H 1.58202 -1.18910 -0.60911 0.030
Cl 1.56172 3.87029 0.28527 0.929
C 1.08153 2.56786 1.29032 -0.517
C 1.35074 2.67017 2.65772 -0.029
C 0.65797 1.85615 3.56484 0.021
C -0.22358 0.89496 3.07741 0.046
C -0.37386 0.69109 1.70883 0.035
C 0.29115 1.51885 0.77735 -0.260
C -0.02007 1.39008 -0.67601 -0.195
H 2.03710 3.43703 3.00070 0.130
H 0.78469 2.01205 4.64435 0.147
H -0.82296 0.30741 3.77598 0.150
H -1.03465 -0.09120 1.32799 0.142
H -0.75319 0.57830 -0.76753 0.045
H -0.48298 2.30490 -1.08008 0.064

66
Properties=species:S:1:pos:R:3:lowdin_charge:R:1 method="wB97M-V/def2-TZVPD" mol_weight_g_mol=407.6 lumo_energy_ev=0.44 orbital_gap_ev=9.30 smiles=CC(C)[C@@H](C)CO[C@H](CCc1ccccc1)OC[C@H](OC#N)N(C)C[C@@H](O)CN relative_energy_kj_mol=463.9 total_energy_ev=-36065.374
C 3.59936 -0.12022 2.89671 -0.094
C 3.38910 1.27835 2.12843 -0.373
C 3.55293 2.50871 3.14337 -0.107
C 1.96603 1.28675 1.32602 -0.299
C 0.74012 1.78836 2.23554 -0.063
C 2.21845 2.14561 -0.00274 -0.167
O 1.08657 2.26059 -0.89124 -0.083
C 0.73886 1.01048 -1.51161 -0.331
C 1.55143 0.71394 -2.88572 -0.094
C 2.99972 0.08092 -2.66498 -0.178
C 3.04301 -1.24530 -1.78535 -0.170
C 1.92256 -2.29862 -1.64715 -0.026
C 2.19351 -3.56586 -0.75610 -0.066
C 3.52973 -3.82583 -0.01448 -0.087
C 4.64779 -2.76426 -0.14157 -0.085
C 4.38726 -1.51780 -1.01147 -0.039
O -0.65047 1.16651 -1.94520 -0.110
C -1.57083 0.68571 -0.94476 -0.107
C -2.74089 -0.09905 -1.76692 -0.285
O -3.04206 0.78852 -2.91413 -0.017
C -2.68641 0.16252 -4.11870 -0.257
N -2.55927 -0.32523 -5.20634 0.140
N -4.00741 -0.21906 -1.00909 -0.140
C -4.90468 -1.04093 -1.92076 -0.078
C -3.86731 -1.05304 0.22216 -0.139
C -5.14744 -0.78495 1.20235 -0.332
O -5.26138 -1.90482 2.10900 -0.077
C -4.89732 0.55254 2.04704 -0.219
N -4.70923 1.78264 1.20996 -0.013
H 4.68367 -0.29196 3.20489 0.079
H 3.28375 -0.99863 2.22454 0.070
H 2.94658 -0.08370 3.84041 0.082
H 4.26928 1.36216 1.37944 0.130
H 4.55374 2.34884 3.70410 0.085
H 2.74964 2.50237 3.97052 0.076
H 3.64405 3.53291 2.63581 0.081
H 1.77248 0.17116 1.08100 0.123
H -0.19759 1.23051 1.85890 0.071
H 0.97099 1.47203 3.32235 0.080
H 0.64876 2.91881 2.11453 0.093
H 2.45715 3.22205 0.35112 0.145
H 3.17923 1.75808 -0.48112 0.108
H 0.88281 0.08760 -0.85652 0.128
H 0.86723 0.01530 -3.50065 0.129
H 1.65843 1.72676 -3.41086 0.134
H 3.79087 0.82857 -2.27639 0.107
H 3.38784 -0.21877 -3.71522 0.127
H 0.93471 -2.16702 -2.19196 0.092
H 1.39377 -4.37487 -0.66157 0.082
H 3.72386 -4.77249 0.60570 0.090
H 5.66534 -2.90094 0.37073 0.092
H 5.24506 -0.75950 -1.11925 0.097
H -2.08274 1.60816 -0.47274 0.145
H -1.12622 -0.01252 -0.16231 0.123
H -2.30842 -1.08947 -2.14109 0.162
H -5.29765 -0.42564 -2.80459 0.107
H -5.81160 -1.46822 -1.37967 0.088
H -4.28479 -1.95236 -2.27947 0.104
H -2.94888 -0.82152 0.85763 0.125
H -3.88948 -2.16976 -0.07560 0.128
H -6.11708 -0.66818 0.59310 0.144
H -5.51004 -2.71598 1.62034 0.097
H -3.93899 0.36465 2.67173 0.125
H -5.73938 0.71632 2.80426 0.123
H -3.71743 2.04855 1.28729 0.056
H -5.32540 2.54007 1.53499 0.068

64
Properties=species:S:1:pos:R:3:lowdin_charge:R:1 method="wB97M-V/def2-TZVPD" mol_weight_g_mol=425.8 lumo_energy_ev=-4.91 charge=+1 orbital_gap_ev=5.49 total_energy_ev=-57052.120
C -5.29368 0.81508 0.90395 -0.105
C -3.98402 0.21606 1.38972 -0.272
C -3.07215 1.24999 2.06278 -0.192
C -1.77597 0.62775 2.53825 -0.132
O -1.33493 -0.17168 1.37859 -0.083
C -0.12749 -0.76051 1.33960 -0.484
C -0.03559 -1.88665 0.58460 0.067
O 0.87335 -0.11314 1.95146 -0.081
Si 2.49426 0.03080 1.34563 0.570
C 2.59573 -0.76290 -0.33311 -0.156
C 2.75218 1.86164 1.23284 -0.148
C 3.74681 -0.74653 2.56792 -0.619
C 4.37677 -1.98889 1.93213 -0.102
C 2.97951 -1.13432 3.83204 -0.097
C 4.82868 0.28704 2.90192 -0.103
H -5.91106 0.03266 0.46209 0.072
H -5.84853 1.26484 1.73369 0.079
H -5.10339 1.58106 0.14795 0.063
H -4.15879 -0.59619 2.10641 0.122
H -3.42109 -0.21564 0.55524 0.069
H -2.83755 2.06192 1.35508 0.108
H -3.61060 1.70858 2.90063 0.124
H -1.01833 1.37940 2.79531 0.124
H -1.93890 -0.06855 3.38236 0.140
H 0.88963 -2.41833 0.47294 0.037
H -0.94090 -2.38900 0.30528 0.051
H 3.60747 -0.60013 -0.72278 0.049
H 2.43346 -1.84343 -0.35026 0.026
H 1.86893 -0.28848 -1.00582 0.029
H 3.72451 2.07545 0.76775 0.045
H 1.96959 2.29482 0.59925 0.030
H 2.71690 2.35690 2.20779 0.045
H 4.92500 -1.75218 1.01319 0.077
H 5.08875 -2.46656 2.62023 0.091
H 3.61709 -2.73939 1.68634 0.080
H 2.52600 -0.25830 4.31086 0.085
H 2.18685 -1.85910 3.61085 0.081
H 3.64528 -1.60140 4.57036 0.091
H 4.40554 1.16264 3.40419 0.075
H 5.58821 -0.13391 3.57664 0.092
H 5.35537 0.63883 2.00760 0.080
C -1.60157 -3.77370 -2.89428 -0.019
C -2.47497 -2.99056 -2.11979 -0.045
C -2.33697 -1.61037 -2.11772 -0.045
C -1.29043 -0.98993 -2.82985 -0.307
C -1.08679 0.46461 -2.79300 -0.724
S 0.20105 1.06775 -3.74419 1.074
C 0.11862 2.86953 -3.78248 -0.428
C -1.25876 3.49935 -3.67971 -0.269
C -1.97914 3.16813 -2.37974 -0.419
S -2.18379 1.42949 -1.91375 1.078
C -0.44349 -1.79509 -3.62245 -0.050
C -0.59477 -3.16918 -3.66432 -0.038
H -1.73257 -4.84164 -2.92975 0.113
H -3.28836 -3.45179 -1.57333 0.119
H -3.07892 -0.99444 -1.59765 0.090
H 0.77134 3.21453 -2.97696 0.092
H 0.57211 3.13235 -4.74898 0.098
H -1.12163 4.58938 -3.70733 0.133
H -1.87241 3.22464 -4.54460 0.127
H -1.45034 3.61432 -1.53189 0.091
H -3.00077 3.57380 -2.41729 0.099
H 0.31762 -1.32370 -4.25207 0.082
H 0.03204 -3.75770 -4.32035 0.116